31
Properties=species:S:1:pos:R:3 method="wB97M-V/def2-TZVPD" total_charge=+1 e_homo_ev=-14.309 max_force_ev_per_a=7.72 total_energy_ev=-20808.2240 gap_ev=11.0
O 28.42 -11.42 63.67
H 28.83 -12.22 63.24
H 28.80 -10.53 63.56
H 27.47 -11.48 63.58
O 28.05 -9.92 61.03
H 27.56 -9.09 60.91
H 28.97 -9.85 60.65
O 26.75 -13.10 62.18
H 26.09 -12.87 62.92
H 26.30 -12.87 61.42
O 26.27 -10.31 63.00
H 25.98 -9.64 63.48
H 25.60 -10.97 62.95
O 26.72 -11.22 66.39
H 27.70 -11.22 66.45
H 26.46 -10.35 65.92
O 29.77 -13.27 62.30
H 30.61 -12.98 62.56
H 29.70 -14.30 62.23
O 31.78 -11.93 63.24
H 31.76 -10.89 63.07
H 32.62 -12.16 63.27
O 25.05 -12.29 64.19
H 25.30 -11.97 65.09
H 24.36 -12.85 64.67
O 28.16 -13.75 64.95
H 27.46 -13.22 65.32
H 27.72 -14.18 64.30
O 29.95 -9.06 64.08
H 29.96 -8.66 65.04
H 29.60 -8.31 63.60